# 1
Here is an isolated molecule of C2H5NO3 from the Open Molecules 2025 dataset. Energies are from ωB97M-V/def2-TZVPD.

Properties
- Net charge: 0
- ΔE to the lowest compared entry with this formula, charge and spin: 115.6 kcal/mol
- M: 91.07 g mol⁻¹
- LUMO energy: -0.9 eV
- HOMO energy: -9.2 eV

```
11
Properties=species:S:1:pos:R:3:forces:R:3
O -0.603708 -0.431121 -1.593122 0.18 0.03 0.34
C -0.398043 0.269144 -0.465966 -0.12 -0.17 -0.11
H 1.642375 1.399727 -0.538655 0.03 -0.05 0.03
N -0.687679 -0.534708 0.747981 -0.02 0.27 0.13
H -1.562209 -1.010609 0.522183 0.06 0.09 0.00
H -0.467990 0.008590 2.565867 -0.04 0.03 -0.06
H -0.896434 1.251954 -0.385696 0.04 -0.05 0.02
O 1.793673 -0.549077 -0.932584 -0.39 0.46 0.12
C 1.093577 0.459459 -0.592308 0.24 -0.40 -0.12
H 1.080268 -1.226710 -1.168444 -0.11 0.09 0.01
O -0.993830 0.363351 1.840743 0.14 -0.30 -0.37
```
Positions in Å, forces in eV/Å.

# 2
Here is C25H19NO5PPdTe4 as an isolated structure from the Open Molecules 2025 dataset. Energies are from ωB97M-V/def2-TZVPD.

Properties
- Net charge: +1
- ΔE to the lowest compared entry with this formula, charge and spin: 4.4 kcal/mol
- M: 1061.22 g mol⁻¹
- LUMO energy (spin up / spin down): -4.3 / -4.3 eV
- HOMO energy (spin up / spin down): -10.1 / -10.1 eV

```
56
Properties=species:S:1:pos:R:3:forces:R:3
H -3.621676 -0.367817 4.610361 0.00 0.00 0.00
H -3.103643 -2.113470 2.939694 0.00 0.00 0.01
C -2.578605 1.176011 3.556695 0.02 0.05 -0.02
N 1.850391 -2.664972 -0.148417 0.08 0.10 -0.32
C -1.821836 1.497200 2.437690 -0.03 0.00 0.04
C -2.747391 -1.102483 2.794947 -0.02 0.01 0.04
C -3.761673 1.971632 -2.253543 -0.01 0.02 0.06
H -2.801392 1.937369 4.292016 0.00 0.00 0.00
C 1.599649 -3.732603 -0.921018 -0.02 -0.01 0.02
C -2.179035 0.860851 -3.692872 0.04 -0.02 0.02
C 0.295681 2.410395 0.303876 -0.02 -0.11 -0.01
C -1.999186 -0.788698 1.675755 0.02 0.00 -0.02
C -1.533005 0.514421 1.496972 0.05 -0.01 -0.14
H 1.315099 -5.838241 -1.074323 0.00 -0.02 0.01
H 1.038198 -4.294389 -4.018036 0.00 0.05 -0.02
Te 4.316659 0.674371 -3.942403 0.09 -0.05 0.07
C -1.331385 0.654901 -2.613296 -0.04 0.01 -0.08
Te 4.556844 -1.345811 -2.086099 -0.30 0.15 -0.12
H 2.298686 5.627390 1.022268 0.00 0.00 0.00
C -1.706269 1.114530 -1.354756 -0.07 0.04 0.16
H 2.817394 3.554519 2.259682 -0.01 -0.01 -0.01
H -1.895180 0.504482 -4.673764 0.00 0.00 -0.02
C -0.002977 3.583481 -0.389002 0.12 -0.03 0.03
H -1.452351 2.506371 2.305312 0.00 0.01 0.01
C 0.724115 4.735892 -0.127683 -0.02 0.04 -0.03
C 1.982790 -1.621402 2.091583 -0.41 -0.25 0.40
O 1.230042 -2.327185 -2.816815 -0.07 -0.10 -0.06
Te 2.560392 1.640430 -2.107662 -0.18 -0.06 0.01
C 1.343710 -3.443899 -2.369824 0.07 0.15 0.01
H -0.781583 3.592237 -1.139737 -0.04 0.00 -0.01
C -3.037830 -0.118985 3.734198 0.00 -0.05 -0.02
O 2.644338 -0.541904 1.763342 0.17 0.34 -0.15
H -0.386424 0.138988 -2.742743 -0.08 0.02 -0.02
H -3.220513 2.102399 -0.180973 0.00 0.00 0.00
O 0.333529 -0.297256 -0.276988 0.14 -0.04 0.01
H -1.765715 -1.552741 0.943735 0.01 0.01 0.00
H -4.709003 2.475474 -2.115776 0.00 0.00 -0.01
C 1.806222 -4.078193 1.762983 -0.02 0.04 -0.07
C -3.387283 1.518970 -3.512445 0.01 0.00 0.00
H -4.046375 1.675141 -4.356219 0.00 0.00 0.00
C 1.633544 -5.187495 0.962302 0.02 0.04 0.10
H 1.544310 1.484933 1.797074 -0.01 0.02 0.02
Pd 2.202600 -0.703970 -1.127164 0.53 -0.17 0.22
C 2.030222 3.559836 1.516969 0.00 -0.14 0.05
Te 4.280876 -0.392869 0.500330 0.01 -0.10 0.04
C 1.736873 4.724443 0.822834 -0.06 0.00 -0.05
C 1.503439 -5.009738 -0.408466 -0.02 -0.05 -0.10
H 1.844649 -4.144349 2.840087 0.01 0.00 0.00
C 1.917665 -2.821072 1.165667 0.06 -0.15 0.02
C -2.924277 1.767519 -1.168069 0.00 -0.04 -0.14
C 1.313800 2.398725 1.261993 0.03 0.11 -0.04
O 1.236975 -4.546064 -3.103192 -0.02 -0.08 0.05
H 0.498570 5.645718 -0.667942 0.00 0.00 0.00
H 1.569008 -6.175929 1.396202 0.00 0.00 0.00
P -0.587457 0.870645 0.016570 -0.12 0.19 0.11
O 1.355793 -1.707740 3.118089 0.09 0.06 -0.06
```
Positions in Å, forces in eV/Å.

# 3
Here is C8H27FN9O19PS as an isolated structure in a non-equilibrium geometry from the Open Molecules 2025 dataset. Energies are from ωB97M-V/def2-TZVPD.

Properties
- Net charge: 0
- M: 635.39 g mol⁻¹
- LUMO energy: 0.0 eV
- HOMO energy: -10.1 eV

```
66
Properties=species:S:1:pos:R:3:forces:R:3
O 0.829466 0.518153 4.176228 -0.34 -0.61 2.00
O -2.247468 3.175365 -2.287306 -0.12 0.11 -0.03
C -3.216129 0.347264 -6.455582 -0.09 -0.12 -0.11
O -3.838849 4.154953 -1.208334 -0.02 -0.06 -0.10
C 1.678440 -2.294234 1.936692 0.10 -0.13 -0.47
H 2.367452 -2.471805 3.866104 0.13 -0.05 0.04
O -0.980879 6.028405 0.064414 0.27 0.22 -0.08
H 2.431355 -1.847522 1.299393 0.29 0.18 0.06
H -1.170832 2.745779 -0.182495 0.01 0.01 -0.07
O -0.395084 -2.407414 4.480822 0.58 -0.90 -0.52
O 4.778541 -5.580273 -0.619982 -0.08 0.05 0.02
H -1.871045 0.517317 -1.623413 -0.04 -0.02 0.03
H 0.716454 6.411000 -2.383380 0.09 -0.06 0.03
H -0.027262 7.689956 -1.378377 -0.05 -0.03 0.05
H -1.889087 4.233400 0.493490 -0.15 -0.17 0.01
O 3.214625 -4.612057 0.508552 -0.03 -0.06 -0.18
H 4.316448 -6.113369 2.299019 -0.08 0.08 0.00
F 2.908092 -0.354092 3.342449 0.09 -0.53 -0.01
N -2.781157 3.556371 -1.264970 0.13 -0.12 0.17
O 0.700362 4.755655 -0.397137 -0.03 0.01 0.05
H 5.698868 0.068805 1.911491 -0.10 -0.07 0.01
O -1.485956 -2.636090 -1.449334 -0.03 -0.02 0.12
H 7.031263 0.235838 3.092982 0.06 -0.05 -0.02
N 4.266903 -5.211644 0.415046 0.07 0.02 0.07
H 5.576748 -0.715500 3.514052 -0.09 -0.04 -0.07
H -2.760381 2.671525 0.630013 -0.07 0.04 -0.04
O -1.344397 -2.807044 2.195884 0.60 -0.46 -0.01
H 1.616972 7.097771 -0.997561 0.05 -0.10 -0.04
H 5.182464 -4.552942 2.166152 -0.11 0.02 0.03
H -2.440979 -0.656617 -2.834458 0.00 -0.18 -0.01
H 1.666852 -3.820945 3.262165 -0.01 -0.08 0.11
C 4.976129 -5.504019 1.688797 0.18 -0.13 0.08
H -2.723203 1.115167 -7.043260 -0.02 0.08 0.08
C 6.247013 -0.409575 2.717309 0.09 0.13 0.05
N 0.714073 -1.176717 2.273045 0.88 -1.28 1.90
N -1.690504 -1.502906 -1.084334 -0.02 0.18 0.00
N 6.874302 -1.641541 2.163291 0.01 0.05 0.01
H -7.213344 2.488120 -1.962356 -0.08 -0.07 0.00
O -1.912363 -1.166635 0.070973 -0.15 -0.02 -0.06
O -1.927571 -1.198900 -5.304334 0.02 0.08 0.05
O -4.848997 0.678428 -1.608581 0.00 -0.09 -0.05
N -6.058590 0.771050 -1.678677 0.03 0.06 0.04
H -0.839308 -3.270067 4.414859 0.17 0.08 0.41
C -2.091637 3.276940 0.023334 -0.04 -0.30 0.16
O 1.589942 1.117296 2.022130 1.10 0.95 -1.77
H 5.893536 -6.032813 1.461029 -0.01 0.00 -0.10
O -1.671780 -0.632254 3.260667 -0.92 2.29 0.23
O 6.121581 -2.475856 1.697558 0.06 0.06 0.03
P -0.709138 -1.678290 3.106641 -1.06 -0.13 -0.50
H -5.899329 2.652380 -0.762148 0.05 -0.01 -0.05
O 8.080838 -1.733699 2.210915 -0.06 -0.06 -0.02
C -1.672879 -0.427977 -2.111842 0.08 0.16 0.31
H -2.009854 -2.332146 1.643000 0.50 -0.38 -0.16
N 0.072004 5.784992 -0.498712 -0.03 0.14 -0.03
O -6.800780 -0.063804 -2.151532 0.08 0.02 -0.01
C 0.638532 6.835818 -1.387486 -0.10 0.17 -0.05
H -3.425189 -0.529957 -7.055367 0.04 -0.05 0.04
H -4.120857 0.730790 -5.994159 0.05 0.10 0.03
H -0.690204 -0.428061 -2.568835 -0.04 -0.14 -0.12
O -1.951365 0.837361 -4.589941 0.01 0.04 -0.24
N -2.286701 -0.040539 -5.359615 -0.01 0.03 -0.13
N 2.245586 -3.028524 3.033181 -0.08 0.06 0.00
C -6.684303 2.010109 -1.144163 0.13 0.20 0.16
H -7.369605 1.717680 -0.354607 -0.08 -0.06 -0.09
S 1.460808 0.126692 2.994553 -1.51 0.95 -1.06
H 1.151358 -2.994550 1.306049 -0.30 -0.02 -0.18
```
Positions in Å, forces in eV/Å.

# 4
Here is a 2-piece molecular cluster, C8H7BrO3S overall in a non-equilibrium geometry from the Open Molecules 2025 dataset. Energies are from ωB97M-V/def2-TZVPD.

Properties
- Net charge: 0
- Spin multiplicity: 3
- M: 263.11 g mol⁻¹
- LUMO energy (spin up / spin down): 0.5 / -2.5 eV
- Expectation value of S²: 2.024
- HOMO energy (spin up / spin down): -8.6 / -10.0 eV

```
20
Properties=species:S:1:pos:R:3:forces:R:3
H -4.014087 1.230504 1.038294 0.01 0.04 -0.01
C -3.008573 0.068718 -0.446836 1.24 0.56 -0.04
O 3.794524 -1.224163 0.106306 0.35 0.26 0.81
S 0.934840 -1.266781 -0.411727 -2.27 1.29 -0.71
C -0.789186 0.292297 1.166792 1.10 0.66 2.67
O 1.232267 -1.886719 0.823910 0.33 -0.79 1.99
H -2.022598 1.446048 2.535303 -0.24 -1.19 -1.24
Br 2.680440 2.122108 -1.558413 -0.46 1.63 -0.21
C -1.781295 -0.460664 -0.846504 -1.35 0.34 -1.21
C 3.570726 -0.011247 0.064492 1.11 0.22 1.84
H -3.777021 0.100518 -1.190726 -0.67 -0.26 0.09
H 3.141202 -0.226701 -1.965601 -0.04 -1.02 -1.14
C -2.019396 0.823330 1.582797 2.25 1.28 1.75
C -0.677046 -0.263468 -0.086446 1.69 -1.36 1.43
H 3.702023 0.719512 0.984205 -0.32 -1.32 -1.58
H 0.026568 0.323255 2.001404 -1.14 -0.19 -2.18
C -3.076509 0.766596 0.755150 -2.23 -0.24 -1.02
H -1.757592 -0.940051 -1.805830 0.36 -0.29 -0.25
O 0.654440 -2.068968 -1.567116 -0.08 -0.40 -1.05
C 3.186278 0.455885 -1.179462 0.35 0.78 0.08
```
Positions in Å, forces in eV/Å.

# 5
Here is C20H25N3O6S2 as an isolated structure in a non-equilibrium geometry from the Open Molecules 2025 dataset. Energies are from ωB97M-V/def2-TZVPD.

Properties
- Net charge: 0
- ΔE to the lowest compared entry with this formula, charge and spin: 368.8 kcal/mol
- M: 467.57 g mol⁻¹
- LUMO energy: 0.3 eV
- HOMO energy: -8.5 eV

```
56
Properties=species:S:1:pos:R:3:forces:R:3
S -2.439285 1.895689 -2.429220 -2.51 -1.68 -2.47
H 1.260817 0.250345 1.502746 -0.92 -0.99 -0.94
H -3.713484 -1.934217 2.509046 -0.99 -2.56 1.22
H 5.316740 2.741964 1.051849 -1.85 1.02 -0.52
H -3.365578 0.771178 1.664864 0.19 -1.27 -0.24
H 4.158447 4.030612 1.489655 -0.02 2.22 1.83
H 3.972537 3.413019 0.026376 -0.57 0.77 -4.53
C -0.225524 3.168167 0.460297 0.52 0.77 3.53
H -0.473854 3.001424 1.561717 -0.46 0.67 -1.36
H 0.034497 -0.223748 -1.269196 0.08 0.15 -1.13
O 2.644228 -3.385564 0.223245 2.91 -12.88 1.16
H -0.983152 0.323094 2.571647 -1.96 7.12 4.55
O 1.905964 2.405659 1.351176 3.36 1.71 11.71
N -3.484090 -0.013450 -0.747033 -5.39 -5.37 -5.99
H -4.774875 0.206407 2.028296 -1.37 -0.84 0.33
H 0.006246 4.286531 0.307329 -0.88 -1.64 0.04
C 4.227182 3.165816 0.949262 3.76 -2.12 1.52
C -2.735049 1.041408 -0.976658 2.54 0.94 1.29
S 2.208812 -2.154020 0.200426 0.03 14.11 -2.52
C -3.859687 -0.261154 1.714302 -0.77 7.52 -2.87
H 3.367179 1.149895 0.910413 1.14 0.79 0.82
H 2.510533 0.001380 -1.366628 3.56 4.57 5.20
H -0.564897 -2.960389 -3.273482 1.21 0.58 3.12
H -2.935342 -0.832798 3.599389 0.28 1.68 4.40
C -0.047745 -2.343377 -2.295686 -3.01 -0.57 -12.28
H -0.709610 -2.417923 -1.587249 -3.35 0.82 4.17
C -1.212935 2.709900 -1.701859 1.03 4.41 -5.74
O -0.045748 -1.055197 -3.279243 0.76 -0.68 5.20
C 2.083879 -0.499710 -2.034970 -5.85 -5.46 -7.38
C 1.158621 2.538576 0.410830 -5.28 3.16 3.29
O 3.216816 -1.139093 0.637120 -2.53 -1.06 -0.56
O -4.877968 -1.706189 0.226506 1.19 1.43 -3.22
H 2.482707 -0.436036 -3.082338 0.35 0.20 1.02
H -2.196087 -3.477684 1.373516 -0.32 1.73 0.81
H 0.126633 -3.854957 0.352991 -1.61 3.51 1.93
C 0.624242 -1.796546 1.028866 4.29 -1.08 -4.13
O 1.563943 2.180842 -0.547762 3.83 -4.41 -15.13
N -1.914731 1.285080 -0.036442 1.92 4.95 0.47
N 2.113695 -1.912154 -1.673281 5.59 5.13 8.17
H 1.756580 -2.893021 -3.049379 1.46 -1.63 -6.03
C -0.277030 -2.726659 0.872783 -2.10 -5.66 0.41
H 0.581303 1.030475 -2.728460 -0.43 -3.65 1.49
H 1.494157 -3.867991 -1.625486 -1.16 2.90 -1.71
C 0.561922 -0.206990 -2.266427 0.76 5.61 -1.66
C -1.202058 2.511964 -0.459934 1.65 -2.89 6.60
H -0.699483 3.541227 -2.310971 -0.78 -1.53 1.25
C 0.435553 -0.474910 1.245849 -1.42 2.64 5.96
C -1.839639 -1.397235 1.906234 -1.31 12.33 7.62
C -1.634458 -2.509929 1.531348 5.22 -14.21 -7.97
C 1.275975 -2.715200 -2.227537 -0.71 -7.92 3.77
H -3.899674 -0.450062 -1.622387 0.92 0.86 0.57
H 3.647721 2.054499 2.503977 -0.74 -0.72 1.13
C 3.400803 2.121894 1.476303 -3.10 -2.66 -2.01
C -3.185508 -1.060376 2.675693 2.51 -3.12 -6.06
C -4.125770 -0.719993 0.171960 -0.15 -1.22 8.90
C -0.714446 -0.400452 2.055630 0.47 -6.43 -7.05
```
Positions in Å, forces in eV/Å.

# 6
Here is an isolated ion of composition C7H9N2 and charge +1 in a non-equilibrium geometry from the Open Molecules 2025 dataset. Energies are from ωB97M-V/def2-TZVPD.

Properties
- Net charge: +1
- SMILES string: C=C/C=C\N=C/C=C=[NH2+]
- ΔE to the lowest compared entry with this formula, charge and spin: 126.7 kcal/mol
- M: 121.16 g mol⁻¹
- LUMO energy: -4.7 eV
- HOMO energy: -12.3 eV

```
18
Properties=species:S:1:pos:R:3:forces:R:3
C 0.129009 0.099262 -1.853888 1.86 -1.18 -2.76
N 1.351374 -0.272590 1.696930 1.05 -1.46 1.14
H 0.599382 -2.478417 0.290598 -0.33 -1.25 -0.31
H -2.527015 0.796170 1.133584 0.95 -0.07 0.91
C -0.376364 1.506450 1.624965 -2.07 0.95 -1.70
H 1.784602 -1.101227 -1.110712 0.38 0.22 -0.25
H -1.065459 -1.975234 -0.490836 -0.03 -0.38 0.16
C 0.706267 -1.023026 -1.145644 -2.13 -1.61 2.10
C 0.014671 -1.998949 -0.478378 1.29 2.65 -0.34
H 1.830058 -0.520231 0.794502 -0.63 0.61 0.88
H -1.016821 1.839371 -2.221406 -0.34 0.22 -0.65
C -1.509776 0.956956 0.724125 -2.43 0.50 0.78
H -0.256254 2.537308 1.728435 -0.23 1.63 0.56
C -0.803575 1.003950 -1.596381 1.65 -0.43 -0.08
C 0.548146 0.706778 1.763534 3.23 -3.73 0.39
H 0.569856 0.013712 -2.850298 -0.18 1.21 -0.13
H 1.553525 -0.987605 2.490316 -0.74 1.89 -1.50
N -1.531627 0.897323 -0.499446 -1.28 0.24 0.78
```
Positions in Å, forces in eV/Å.

- The lowest M belongs to which entry?
  C2H5NO3

- What is the M in the third record?
  635.39 g mol⁻¹

- What is the net charge in the second record?
  +1